Molecular formula: C26H35N3RuSSi2Te
Method: DFT, wB97M-V/def2-TZVPD

Structure (XYZ):
```
69
Properties=species:S:1:pos:R:3:forces:R:3:mulliken_charge:R:1
Ru 0.374 -0.247 -0.335 0.07 -0.50 1.24 -0.035
N -0.478 -2.047 -1.454 0.06 0.17 -0.36 -0.581
N 0.232 -2.243 -2.654 0.05 -0.05 0.05 -0.394
C 1.422 -1.658 -2.857 -0.04 -0.08 0.00 0.937
N 2.010 -1.870 -4.032 -0.01 0.02 0.02 -0.455
S 2.231 -0.765 -1.654 -0.10 0.19 -0.04 -0.414
H -0.580 -2.929 -0.962 0.00 -0.03 -0.06 0.369
H -1.387 -1.650 -1.680 0.02 0.03 -0.01 0.360
H -0.258 -2.679 -3.421 -0.01 0.02 -0.01 0.229
H 1.592 -2.423 -4.762 0.02 -0.03 0.01 0.194
H 2.864 -1.379 -4.238 0.00 0.01 0.00 0.227
C 1.842 2.568 -0.276 -0.02 0.22 -0.03 -1.353
Si 0.443 1.963 0.848 0.09 -0.06 -0.85 1.188
C -1.185 2.844 0.561 -0.02 0.10 0.14 -1.222
C 0.989 2.388 2.620 0.11 0.02 0.01 0.469
C 1.814 3.521 2.691 -0.02 -0.02 0.05 -0.419
C 2.228 4.053 3.905 0.01 0.00 -0.02 -0.758
C 1.843 3.455 5.093 0.02 0.01 0.02 -0.503
C 1.028 2.335 5.055 -0.02 -0.04 0.00 -0.847
C 0.603 1.818 3.840 0.00 0.14 -0.05 0.065
H 1.579 3.553 -0.674 0.03 0.03 0.05 0.376
H 2.003 1.928 -1.140 -0.04 0.01 -0.02 0.238
H 2.780 2.651 0.274 0.03 -0.05 -0.04 0.489
H -0.977 3.863 0.220 0.00 0.00 0.03 0.344
H -1.748 2.927 1.493 -0.04 -0.04 -0.02 0.374
H -1.791 2.356 -0.199 0.00 0.00 0.00 0.299
H 2.138 4.017 1.786 -0.01 0.01 0.01 0.346
H 2.856 4.934 3.917 0.00 0.00 0.00 0.413
H 2.172 3.860 6.041 -0.01 0.00 0.00 0.392
H 0.711 1.864 5.977 0.00 0.00 0.00 0.418
H -0.049 0.960 3.868 -0.06 -0.05 0.01 0.149
C -3.100 3.333 -3.419 -0.05 0.02 -0.01 -0.978
Si -1.870 2.132 -4.141 0.05 0.08 0.03 -0.115
C -0.602 3.031 -5.174 0.01 0.01 -0.05 -0.986
C -2.747 0.843 -5.173 0.00 -0.07 0.01 -0.958
C -1.009 1.282 -2.760 0.02 -0.13 -0.11 0.284
C -0.456 0.729 -1.823 -0.28 -0.01 0.34 -0.193
H -3.729 3.767 -4.199 0.01 0.01 0.00 0.339
H -2.588 4.151 -2.908 0.00 -0.01 0.02 0.297
H -3.753 2.841 -2.695 -0.01 0.00 -0.01 0.310
H -1.028 3.357 -6.125 0.00 0.02 0.01 0.331
H 0.253 2.388 -5.390 -0.01 0.00 -0.02 0.297
H -0.232 3.915 -4.652 0.02 -0.01 0.01 0.309
H -3.321 1.312 -5.974 0.00 -0.01 0.00 0.325
H -3.439 0.258 -4.563 -0.01 0.01 -0.01 0.294
H -2.033 0.156 -5.632 0.00 0.00 -0.01 0.274
Te -0.921 -0.853 1.975 0.39 0.17 -0.01 0.441
C -1.672 -2.806 2.282 -0.22 0.08 -0.34 0.056
C -2.754 -3.297 1.565 0.04 -0.05 -0.03 -0.346
C -3.259 -4.558 1.866 0.00 0.00 -0.02 -0.587
C -2.679 -5.314 2.873 0.00 0.00 0.00 -0.497
C -1.599 -4.812 3.590 0.01 0.02 0.00 -0.638
C -1.095 -3.552 3.304 -0.09 -0.06 0.02 -0.137
C 1.061 -1.577 1.677 -0.02 -0.15 0.11 -0.313
C 1.248 -2.869 1.164 0.08 0.01 0.02 0.000
C 2.522 -3.359 0.960 -0.01 0.01 -0.02 -0.929
C 3.629 -2.564 1.253 0.02 0.00 -0.01 -0.483
C 3.456 -1.292 1.763 -0.01 0.00 -0.02 -0.821
C 2.174 -0.793 1.986 -0.03 0.03 -0.06 0.303
H -3.212 -2.708 0.779 -0.01 0.01 0.01 0.414
H -4.105 -4.944 1.313 0.00 0.00 0.00 0.404
H -3.072 -6.294 3.107 0.00 0.00 0.00 0.396
H -1.153 -5.399 4.381 0.00 0.00 0.00 0.406
H -0.259 -3.163 3.871 0.00 0.00 0.00 0.444
H 0.392 -3.500 0.958 0.03 -0.02 0.02 0.573
H 2.659 -4.360 0.572 0.00 0.00 0.00 0.453
H 4.627 -2.950 1.090 0.00 0.00 0.00 0.420
H 4.313 -0.678 2.006 0.00 0.01 0.00 0.491
H 2.052 0.179 2.442 0.02 0.00 -0.02 0.224
```
Forces are in eV/Å.

Electronic energy (hartree): -2515.83248
Max |F| (Eh/bohr): 0.0260
Multiplicity: 2
Relative energy (zero: lowest compared OMol25 entry of this formula, charge and spin) (eV): 0.8367
Total charge: +1
HOMO energy (spin up / spin down) (eV): -10.5 / -10.3